## 1
Molecular formula: C12H33IN3O3
Method: DFT, ωB97M-V with the def2-TZVPD basis set

```
! RIJCOSX wB97M-V def2-TZVPD def2/J DEFGRID3
* xyz -1 1
I 1.5122 0.8471 1.2671
C -3.1336 1.4957 2.8573
C -2.3170 1.1440 1.5787
C -2.8889 1.6238 0.2477
O -3.9022 0.7470 -0.2513
C -4.5604 1.3995 -1.3067
N -1.0451 1.6879 1.8815
H -3.1400 2.5452 3.1514
H -2.6800 0.9649 3.6943
H -4.1822 1.2285 2.7256
H -2.1676 0.0699 1.4694
H -2.0930 1.5267 -0.4907
H -3.2004 2.6672 0.2962
H -5.1432 2.2243 -0.8965
H -5.2617 0.6366 -1.6445
H -3.8957 1.6323 -2.1386
H -0.2291 1.2495 1.4788
H -0.8190 1.3774 2.8156
C -0.3559 -1.9339 1.9574
C -0.5556 -1.9665 0.4266
C -1.4291 -0.9672 -0.2252
O -1.5564 -1.2588 -1.5715
C -2.6095 -0.5916 -2.1827
N 0.7067 -1.8775 -0.0941
H -1.2786 -2.0140 2.5322
H 0.1445 -1.0021 2.2210
H 0.3680 -2.6607 2.3259
H -0.7802 -2.9968 0.1508
H -0.9763 0.0210 -0.1451
H -2.3835 -1.0044 0.3000
H -2.5254 0.4880 -2.0581
H -3.5654 -0.9774 -1.8284
H -2.5820 -0.7531 -3.2603
H 0.5889 -1.7006 -1.0815
H 1.1060 -1.0383 0.3013
C 2.3191 -0.7506 -2.1365
C 3.5635 -1.0271 -1.2959
C 4.3384 0.2961 -1.0248
O 5.3976 0.0030 -0.1061
C 6.1522 1.1653 0.2854
N 2.9709 -1.6078 -0.0769
H 2.6802 -0.2288 -3.0227
H 1.5655 -0.1759 -1.5981
H 1.7365 -1.6137 -2.4587
H 4.1155 -1.7708 -1.8707
H 3.6778 0.9589 -0.4659
H 4.6952 0.7427 -1.9529
H 6.6282 1.0012 1.2521
H 5.4286 1.9600 0.4670
H 6.8131 1.5069 -0.5112
H 2.3778 -0.9233 0.3701
H 2.3707 -2.3700 -0.3580
*
```

Its LUMO energy is 2.89 eV. The molar mass comes out at 394.3 g mol⁻¹. The calculation puts the orbital gap at 6.81 eV. The value obtained for the highest occupied orbital energy is -3.917 eV.

---

## 2
Molecular formula: C12H33IN3O3
Method: DFT, ωB97M-V with the def2-TZVPD basis set

```
! RIJCOSX wB97M-V def2-TZVPD def2/J DEFGRID3
* xyz -1 1
I 13.0892 10.9821 4.8142
C 9.9103 15.8124 6.5587
C 10.2549 14.4010 6.0791
C 9.2145 13.9169 5.0800
O 7.9785 13.6915 5.7646
C 6.8750 13.5328 4.9187
N 11.5878 14.4388 5.4267
H 8.8328 15.8914 6.7125
H 10.2148 16.5190 5.7804
H 10.4574 16.0954 7.4562
H 10.2717 13.7052 6.9189
H 9.4681 12.9127 4.7133
H 9.1785 14.6314 4.2463
H 5.9634 13.3580 5.4875
H 7.0531 12.6641 4.2734
H 6.6932 14.4228 4.3055
H 11.4637 15.0859 4.6447
H 11.6880 13.5275 4.9634
C 16.4498 12.5377 7.8625
C 16.2716 13.9186 7.2328
C 17.6202 14.4020 6.6892
O 18.0232 13.5823 5.6108
C 19.2552 13.9590 5.0801
N 15.2265 13.8680 6.2031
H 16.7965 11.7999 7.1392
H 15.5234 12.2215 8.3408
H 17.2209 12.5600 8.6420
H 16.0050 14.6173 8.0357
H 18.3979 14.3477 7.4667
H 17.5748 15.4588 6.3873
H 20.0743 13.9082 5.8118
H 19.2126 14.9568 4.6328
H 19.5531 13.2312 4.3233
H 15.5763 14.2783 5.3370
H 15.1915 12.8878 5.9054
C 13.6882 10.2724 10.3837
C 13.3849 10.0021 8.9384
C 13.1134 8.5141 8.6588
O 11.9022 8.1592 9.2901
C 11.7862 6.8043 9.6412
N 12.2252 10.7989 8.5019
H 13.5910 11.3381 10.6065
H 14.6696 9.9472 10.7418
H 12.9735 9.7810 11.0561
H 14.3007 10.2526 8.3795
H 13.9596 7.9757 9.1139
H 13.0371 8.2910 7.5922
H 12.1683 6.1535 8.8467
H 10.7622 6.5468 9.8888
H 12.4398 6.6389 10.5090
H 12.2772 10.7558 7.4732
H 12.5210 11.7765 8.5987
*
```

Its LUMO energy is 2.91 eV. The molar mass comes out at 394.3 g mol⁻¹. The calculation puts the orbital gap at 6.91 eV. The value obtained for the highest occupied orbital energy is -3.995 eV.

---

Q: Which of them is the most stable? A: 2.

---

## 1
Molecular formula: C4H6N
Method: DFT, ωB97M-V with the def2-TZVPD basis set

```
! RIJCOSX wB97M-V def2-TZVPD def2/J DEFGRID3
* xyz 1 1
C -0.9827 0.9354 -0.0022
C 0.2862 0.8548 0.2410
C -1.0662 -0.5530 -0.1212
C 1.5349 0.2690 -0.2078
N 0.4202 -0.6706 0.2518
H -1.7799 1.7673 -0.0923
H -1.8572 -1.0869 0.6420
H -1.4229 -0.9800 -1.0596
H 1.7167 0.3281 -1.2998
H 2.4647 0.2533 0.4721
H 0.6862 -1.1175 1.1761
*
```

Its LUMO energy is -4.43 eV. The molar mass comes out at 68.1 g mol⁻¹. The calculation puts the orbital gap at 10.72 eV. The value obtained for the highest occupied orbital energy is -15.151 eV.

---

## 2
Molecular formula: C4H6N
Method: DFT, ωB97M-V with the def2-TZVPD basis set

```
! RIJCOSX wB97M-V def2-TZVPD def2/J DEFGRID3
* xyz 1 1
C 1.9699 -0.7453 0.0750
N 0.9969 0.0190 0.1418
C 0.4208 1.3203 -0.2690
C -0.4172 0.2845 -0.0168
C -1.8531 -0.1644 0.0329
H 1.7958 -1.7822 0.2960
H 3.0415 -0.4881 0.1206
H 0.6535 2.3300 -0.4471
H -1.9667 -1.2544 0.2936
H -2.2910 0.0815 -0.9562
H -2.3504 0.3990 0.7292
*
```

Its LUMO energy is -4.40 eV. The molar mass comes out at 68.1 g mol⁻¹. The calculation puts the orbital gap at 10.75 eV. The SMILES is C=[N+]1C=C1C. The value obtained for the highest occupied orbital energy is -15.154 eV.

---

## 3
Molecular formula: C4H6N
Method: DFT, ωB97M-V with the def2-TZVPD basis set

```
! RIJCOSX wB97M-V def2-TZVPD def2/J DEFGRID3
* xyz 1 1
N 1.5882 -0.0289 -0.0402
C 0.1500 -0.0154 0.0338
C -1.0530 0.8274 -0.1271
C -1.0476 -0.3429 0.7380
C -1.0214 -0.4853 -0.7446
H 1.9384 -0.9746 0.2901
H 1.9387 0.7197 0.5692
H 1.7702 0.4873 -0.9670
H -1.3256 1.8972 -0.0110
H -1.4498 -0.7858 1.6185
H -1.4881 -1.2988 -1.3599
*
```

Its LUMO energy is -4.21 eV. The molar mass comes out at 68.1 g mol⁻¹. The calculation puts the orbital gap at 9.58 eV. The SMILES is [NH3+][C@]12[C@@H]3[C@H]1[C@@H]32. The value obtained for the highest occupied orbital energy is -13.786 eV.

---

Q: Which of them is the most stable? A: 2.

---

## 1
Molecular formula: C21H29N3O2S
Method: DFT, ωB97M-V with the def2-TZVPD basis set

```
! RIJCOSX wB97M-V def2-TZVPD def2/J DEFGRID3
* xyz 0 1
C 4.1865 0.9949 0.9881
C 2.9422 0.1179 0.9318
C 2.7221 -0.5825 2.2760
C 3.0766 -0.9225 -0.2118
N 1.7943 -1.5490 -0.4625
C 1.1808 -1.2893 -1.7470
C -0.3389 -1.4337 -1.5676
N -0.6021 -2.2544 -0.4013
C -2.0137 -2.5083 -0.2224
C -2.7171 -1.2571 0.2371
C -2.1101 -0.4400 1.1838
C -2.7542 0.6885 1.6529
C -4.0148 1.0153 1.1805
C -4.6197 0.2151 0.2281
C -3.9724 -0.9148 -0.2429
C 0.2514 -3.4212 -0.3984
C 1.6980 -2.9551 -0.1409
N 1.7524 0.9403 0.6941
S 1.8196 2.1897 -0.4177
O 2.5080 3.2976 0.1742
O 2.2840 1.7450 -1.7102
C 0.0773 2.5888 -0.5259
C -0.5024 3.2860 0.5158
C -1.8428 3.6237 0.4396
C -2.5868 3.2518 -0.6697
C -1.9956 2.5513 -1.7081
C -0.6511 2.2228 -1.6400
H 4.0600 1.7739 1.7345
H 4.3529 1.4760 0.0281
H 5.0545 0.3898 1.2403
H 2.6205 0.1601 3.0625
H 1.8130 -1.1753 2.2390
H 3.5645 -1.2294 2.5072
H 3.8340 -1.6653 0.0611
H 3.4217 -0.3985 -1.1071
H 1.4355 -0.2824 -2.0766
H 1.5425 -1.9994 -2.5125
H -0.7867 -1.8715 -2.4802
H -0.8084 -0.4602 -1.3971
H -2.4930 -2.8950 -1.1414
H -2.1255 -3.2716 0.5557
H -1.1276 -0.7032 1.5444
H -2.2749 1.3119 2.3928
H -4.5246 1.8902 1.5557
H -5.6005 0.4674 -0.1483
H -4.4514 -1.5394 -0.9841
H 0.1905 -3.9745 -1.3529
H -0.0681 -4.0970 0.3971
H 1.9544 -3.0859 0.9120
H 2.3968 -3.5675 -0.7416
H 1.0028 0.3079 0.4274
H 0.1131 3.5652 1.3556
H -2.3076 4.1785 1.2405
H -3.6315 3.5167 -0.7302
H -2.5778 2.2690 -2.5721
H -0.1503 1.7087 -2.4455
*
```

Its LUMO energy is 0.74 eV. The molar mass comes out at 387.5 g mol⁻¹. The calculation puts the orbital gap at 8.94 eV. The SMILES is CC(C)(CN1CCN(Cc2ccccc2)CC1)NS(=O)(=O)c1ccccc1. The value obtained for the highest occupied orbital energy is -8.199 eV.

---

## 2
Molecular formula: C21H29N3O2S
Method: DFT, ωB97M-V with the def2-TZVPD basis set

```
! RIJCOSX wB97M-V def2-TZVPD def2/J DEFGRID3
* xyz 0 1
C 1.4329 3.2018 4.3274
N 1.7414 3.2018 2.9128
C 0.6574 3.6853 2.0874
S 3.1834 4.0307 2.5752
O 2.9048 5.4061 2.2981
O 4.1221 3.6922 3.5938
N 3.7221 3.3667 1.1680
C 4.1243 1.9796 1.1866
C 2.9832 0.9742 0.9933
C 3.4491 -0.4457 1.3135
C 2.2972 -1.4156 1.0740
C 1.7826 -1.2739 -0.3534
N 1.3381 0.0884 -0.5882
C 0.6839 0.2225 -1.8790
C -0.5944 -0.5683 -1.9292
C -1.4968 -0.4951 -0.8742
C -2.6742 -1.2146 -0.9036
C -2.9904 -2.0188 -1.9973
C -4.2447 -2.7855 -2.0331
C -4.9982 -2.8601 -3.2022
C -6.1763 -3.5825 -3.2358
C -6.6184 -4.2471 -2.1042
C -5.8763 -4.1816 -0.9369
C -4.7008 -3.4548 -0.8998
C -2.0881 -2.0834 -3.0551
C -0.9033 -1.3724 -3.0170
C 2.4441 1.0132 -0.4388
H 0.6741 2.4443 4.5250
H 1.0716 4.1779 4.6694
H 2.3475 2.9544 4.8586
H 0.9393 3.5728 1.0429
H -0.2316 3.0863 2.2814
H 0.4411 4.7413 2.2818
H 3.2052 3.6667 0.3592
H 4.5824 1.8391 2.1668
H 4.8900 1.8343 0.4175
H 2.1721 1.2390 1.6764
H 3.7867 -0.5034 2.3491
H 4.2911 -0.7083 0.6679
H 1.4834 -1.1901 1.7643
H 2.6201 -2.4437 1.2446
H 0.9331 -1.9419 -0.5128
H 2.5811 -1.5593 -1.0645
H 0.4457 1.2831 -2.0216
H 1.3467 -0.0859 -2.7089
H -1.2541 0.1265 -0.0258
H -3.3710 -1.1388 -0.0814
H -4.6661 -2.3306 -4.0835
H -6.7534 -3.6267 -4.1482
H -7.5374 -4.8138 -2.1319
H -6.2144 -4.7014 -0.0521
H -4.1172 -3.4209 0.0088
H -2.3053 -2.7165 -3.9031
H -0.2096 -1.4454 -3.8432
H 2.0785 2.0177 -0.6747
H 3.2659 0.7801 -1.1445
*
```

Its LUMO energy is 0.60 eV. The molar mass comes out at 387.5 g mol⁻¹. The calculation puts the orbital gap at 9.17 eV. The SMILES is CN(C)S(=O)(=O)NC[C@@H]1CCCN(Cc2ccc(-c3ccccc3)cc2)C1. The value obtained for the highest occupied orbital energy is -8.564 eV.

---

Q: Which of them is the most stable? A: 2.

---

## 1
Molecular formula: C5H7P
Method: DFT, ωB97M-V with the def2-TZVPD basis set

```
! RIJCOSX wB97M-V def2-TZVPD def2/J DEFGRID3
* xyz 0 1
C 1.4077 -0.1743 -0.0928
C -0.0889 0.0249 -0.0037
C -0.7186 1.1798 0.4089
C -2.1613 1.1270 0.3250
P -2.8188 -0.3567 -0.1641
C -1.1298 -1.1000 -0.2788
H 1.6836 -0.1127 0.9084
H 1.9419 0.6110 -0.5196
H 1.7243 -1.1496 -0.5209
H -0.2526 2.0109 0.8408
H -2.7794 1.8992 0.5747
H -0.9997 -1.7158 -1.2571
H -1.0841 -1.7649 0.6365
*
```

Its LUMO energy is 0.42 eV. The molar mass comes out at 98.1 g mol⁻¹. The calculation puts the orbital gap at 8.39 eV. The SMILES is CC1=CC=PC1. The value obtained for the highest occupied orbital energy is -7.968 eV.

---

## 2
Molecular formula: C5H7P
Method: DFT, ωB97M-V with the def2-TZVPD basis set

```
! RIJCOSX wB97M-V def2-TZVPD def2/J DEFGRID3
* xyz 0 1
C -1.3227 1.1961 -0.1488
C 0.8171 -0.0231 0.1451
C 1.8955 -0.7080 0.0531
C 0.1844 1.3062 0.0763
C -1.0867 -1.4833 0.0263
P -2.2926 -0.1623 0.0386
H -1.8566 2.0364 -0.2485
H 1.9035 -1.8455 0.0890
H 2.8114 -0.1599 -0.1567
H 0.6028 2.0254 -0.5921
H 0.1548 1.8089 0.9622
H -0.6115 -1.5667 -0.9882
H -1.1996 -2.4241 0.7436
*
```

Its LUMO energy (alpha / beta) is 0.12 / 0.11 eV. The molar mass comes out at 98.1 g mol⁻¹. The calculation puts the orbital gap (alpha / beta) at 8.03 / 8.03 eV. The value obtained for the highest occupied orbital energy (alpha / beta) is -7.916 / -7.917 eV.

---

Q: Which of them is the most stable? A: 1.